# 1
Entry from the Open Molecules 2025 dataset: C37H38Cl2O2P2Zn as an isolated structure at a distorted geometry (ωB97M-V with the def2-TZVPD basis set).

## Properties
2S+1: 1
HOMO-LUMO gap in eV: 6.565
Maximum force in eV/Å: 3.06
Molecular weight in g/mol: 712.953
Net charge: 0

Each line ends with the Mulliken charge.
CARTESIAN COORDINATES (ANGSTROEM)
1 Zn 0.166 -0.349 2.374  2.081
2 C -1.725 1.025 -3.902  -0.464
3 C -1.747 -0.276 -3.610  -0.396
4 C -1.004 -1.336 -4.381  -0.765
5 C 0.399 -0.936 -4.905  -1.235
6 C 1.223 -0.112 -3.942  -0.140
7 C 1.272 1.223 -3.943  -0.512
8 C 0.415 2.132 -4.806  -0.962
9 C -1.011 1.632 -5.106  -0.942
10 C 1.022 0.886 3.777  -1.602
11 H -2.359 1.746 -3.368  0.420
12 H -2.476 -0.652 -2.892  0.834
13 H -1.591 -1.693 -5.249  0.371
14 H -0.883 -2.209 -3.720  0.263
15 H 0.945 -1.877 -5.083  0.462
16 H 0.298 -0.461 -5.894  0.320
17 H 1.927 -0.693 -3.355  0.799
18 H 2.094 1.761 -3.476  0.663
19 H 0.908 2.346 -5.775  0.329
20 H 0.342 3.108 -4.293  0.364
21 H -1.587 2.511 -5.438  0.475
22 H -0.987 0.945 -5.962  0.304
23 H 0.613 1.896 3.635  0.239
24 H 2.113 0.915 3.695  0.499
25 H 0.756 0.536 4.783  0.294
26 P -1.558 -0.374 0.869  0.974
27 P 1.786 0.285 0.830  1.024
28 C -0.499 -0.522 -0.555  -0.666
29 C 0.865 -0.367 -0.553  -1.062
30 C -2.532 -1.868 1.097  0.158
31 C -2.655 -2.802 0.056  -0.426
32 C -3.362 -3.986 0.276  -0.523
33 C -3.910 -4.262 1.535  -0.580
34 C -3.787 -3.330 2.572  -0.589
35 C -3.136 -2.122 2.344  -0.357
36 C -2.649 1.029 0.701  0.509
37 C -2.126 2.343 0.701  -0.386
38 C -2.986 3.416 0.469  -0.640
39 C -4.351 3.197 0.249  -0.544
40 C -4.867 1.897 0.273  -0.691
41 C -4.022 0.814 0.503  -0.419
42 C 3.223 -0.780 1.132  0.517
43 C 3.051 -2.053 1.714  -0.470
44 C 4.165 -2.831 2.020  -0.736
45 C 5.450 -2.362 1.718  -0.489
46 C 5.619 -1.109 1.111  -0.663
47 C 4.512 -0.314 0.827  -0.516
48 C 2.290 1.969 0.493  0.630
49 C 2.417 2.943 1.504  -0.312
50 C 2.847 4.224 1.170  -0.686
51 C 3.145 4.546 -0.161  -0.573
52 C 2.994 3.587 -1.169  -0.397
53 C 2.567 2.300 -0.842  -0.243
54 H -1.035 -0.693 -1.494  0.151
55 H 1.468 -0.610 -1.435  0.501
56 H -2.188 -2.593 -0.910  0.328
57 H -3.477 -4.698 -0.544  0.399
58 H -4.433 -5.200 1.707  0.383
59 H -4.193 -3.543 3.561  0.437
60 H -3.057 -1.383 3.144  0.473
61 H -1.059 2.504 0.885  0.323
62 H -2.591 4.432 0.463  0.429
63 H -5.014 4.036 0.057  0.386
64 H -5.930 1.718 0.115  0.410
65 H -4.416 -0.206 0.537  0.383
66 H 2.053 -2.423 1.952  0.030
67 H 4.027 -3.804 2.496  0.421
68 H 6.319 -2.972 1.958  0.373
69 H 6.617 -0.750 0.864  0.398
70 H 4.631 0.669 0.370  0.360
71 H 2.182 2.683 2.532  0.200
72 H 2.957 4.977 1.951  0.421
73 H 3.495 5.545 -0.415  0.377
74 H 3.212 3.832 -2.210  0.437
75 H 2.441 1.540 -1.611  0.187
76 Cl -0.877 -4.637 4.919  -0.179
77 C -0.594 -3.049 5.611  -0.069
78 Cl 0.927 -2.921 6.530  -0.190
79 C -0.579 -1.982 4.482  0.256
80 O -1.345 -1.025 4.630  -0.674
81 O 0.255 -2.168 3.511  -0.824
82 H -1.412 -2.818 6.294  0.328

Forces on atoms 1 to 3 (eV/Å):
Zn 0.38 0.43 3.01
C -0.38 0.23 -0.60
C -0.58 0.32 -0.90

# 2
Entry from the Open Molecules 2025 dataset: C37H38CrF5GeN2S as an isolated structure at a distorted geometry (ωB97M-V with the def2-TZVPD basis set).

## Properties
2S+1: 5
HOMO-LUMO gap (alpha / beta) in eV: 4.511 / 5.036
Maximum force in eV/Å: 1.26
Molecular weight in g/mol: 762.388
Net charge: -1

Each line ends with the Löwdin spin population.
CARTESIAN COORDINATES (ANGSTROEM)
1 Cr -0.391 -0.705 -0.739  3.592
2 C -3.809 -0.025 -1.065  0.003
3 C -2.576 0.279 -1.886  0.002
4 C -1.585 1.122 -1.295  0.024
5 C -2.030 2.127 -0.263  0.002
6 C -0.368 1.297 -1.999  0.001
7 C 0.691 2.192 -1.400  0.007
8 C -0.289 0.920 -3.368  0.040
9 C 0.971 1.241 -4.140  0.006
10 C -1.360 0.292 -3.985  -0.004
11 C -1.359 0.020 -5.474  -0.003
12 C -2.474 -0.105 -3.213  0.045
13 C -3.558 -0.950 -3.845  0.008
14 H -3.542 -0.149 -0.015  0.002
15 H -4.307 -0.936 -1.389  0.000
16 H -4.537 0.791 -1.130  -0.001
17 H -2.580 2.927 -0.792  -0.002
18 H -1.197 2.566 0.274  0.002
19 H -2.685 1.693 0.486  0.001
20 H 0.696 2.079 -0.313  0.003
21 H 0.492 3.244 -1.635  0.001
22 H 1.687 1.948 -1.771  0.000
23 H 1.014 2.303 -4.413  0.002
24 H 1.045 0.659 -5.057  0.000
25 H 1.855 1.023 -3.541  0.001
26 H -0.999 -0.987 -5.717  -0.001
27 H -0.735 0.734 -6.007  0.000
28 H -2.365 0.110 -5.882  0.000
29 H -4.413 -0.342 -4.161  0.003
30 H -3.936 -1.696 -3.148  0.001
31 H -3.192 -1.489 -4.716  0.000
32 F -2.628 -6.200 -4.102  0.000
33 C -2.037 -5.484 -3.137  0.000
34 C -1.598 -4.196 -3.384  0.000
35 F -1.752 -3.663 -4.603  0.000
36 C -0.999 -3.489 -2.372  0.003
37 F -0.592 -2.241 -2.662  0.018
38 C -0.772 -3.975 -1.098  0.001
39 S -0.001 -2.998 0.133  0.009
40 C -1.233 -5.281 -0.898  -0.001
41 F -1.075 -5.869 0.290  0.000
42 C -1.850 -6.016 -1.887  0.000
43 F -2.271 -7.260 -1.643  0.000
44 N 3.067 -0.336 -1.844  0.002
45 N 1.958 -1.244 -1.826  0.028
46 H 3.940 -0.838 -1.943  0.001
47 H 3.092 0.116 -0.938  0.000
48 H 2.147 -2.080 -1.286  0.002
49 H 1.753 -1.513 -2.778  0.001
50 C -0.458 -0.050 1.095  0.095
51 Ge 0.618 0.742 2.379  0.042
52 C 0.535 -0.153 4.155  0.004
53 C 0.386 -1.544 4.158  0.005
54 C 0.363 -2.263 5.350  0.000
55 C 0.474 -1.601 6.569  0.000
56 C 0.614 -0.219 6.586  0.000
57 C 0.648 0.493 5.389  0.000
58 C 2.560 0.647 1.988  0.004
59 C 3.494 1.631 2.332  0.001
60 C 4.857 1.443 2.117  0.000
61 C 5.320 0.253 1.566  0.000
62 C 4.412 -0.747 1.236  0.000
63 C 3.049 -0.547 1.442  0.002
64 C 0.213 2.658 2.760  0.011
65 C -0.823 2.998 3.638  0.004
66 C -1.258 4.313 3.778  0.000
67 C -0.667 5.328 3.033  0.003
68 C 0.354 5.014 2.146  0.000
69 C 0.783 3.696 2.012  0.004
70 H -1.420 -0.265 1.599  0.019
71 H 0.256 -2.062 3.211  0.004
72 H 0.249 -3.341 5.325  0.000
73 H 0.444 -2.157 7.499  0.000
74 H 0.697 0.305 7.533  0.000
75 H 0.776 1.571 5.421  0.000
76 H 3.155 2.555 2.790  0.000
77 H 5.561 2.223 2.389  0.000
78 H 6.382 0.103 1.404  0.000
79 H 4.768 -1.686 0.826  0.000
80 H 2.339 -1.332 1.185  0.002
81 H -1.308 2.216 4.217  0.000
82 H -2.066 4.546 4.464  0.000
83 H -1.004 6.353 3.139  0.000
84 H 0.815 5.797 1.552  0.000
85 H 1.570 3.472 1.295  0.000

Forces on atoms 1 to 3 (eV/Å):
Cr 0.82 -0.93 0.20
C 0.01 -0.01 0.00
C -0.18 0.29 0.34

# 3
Entry from the Open Molecules 2025 dataset: C37H38N4O5PtS3 as an isolated structure (ωB97M-V with the def2-TZVPD basis set).

## Properties
2S+1: 1
HOMO-LUMO gap in eV: 7.138
Maximum force in eV/Å: 0.73
Molecular weight in g/mol: 910.013
Net charge: 0

Each line ends with the Mulliken charge.
CARTESIAN COORDINATES (ANGSTROEM)
1 Pt -1.266 0.410 0.120  0.325
2 C -4.401 1.662 0.331  -1.534
3 C -4.208 0.197 0.467  0.432
4 N -3.075 -0.479 0.333  -0.088
5 C -3.333 -1.815 0.593  0.320
6 C -4.667 -1.930 0.869  0.290
7 N -5.185 -0.665 0.779  0.078
8 C -5.602 -3.030 1.251  0.552
9 O -5.099 -4.219 1.350  -0.598
10 O -6.766 -2.733 1.447  -0.688
11 C -2.269 -2.896 0.560  0.640
12 O -2.680 -4.060 0.821  -0.907
13 O -1.119 -2.550 0.273  -0.554
14 H -3.440 2.142 0.168  0.136
15 H -4.827 2.070 1.249  0.353
16 H -5.072 1.889 -0.498  0.451
17 H -6.162 -0.479 0.952  0.274
18 H -4.056 -4.196 1.138  0.417
19 C 4.704 4.002 -0.957  -1.665
20 C 4.643 2.479 -0.771  2.079
21 C 5.306 1.811 -1.974  -2.190
22 C 5.410 2.083 0.500  -1.568
23 C 3.190 2.056 -0.605  0.700
24 C 2.426 2.568 0.443  -0.286
25 C 1.129 2.144 0.618  -1.063
26 N 0.559 1.247 -0.184  -0.133
27 C 1.250 0.772 -1.231  0.151
28 C 2.563 1.156 -1.457  -0.763
29 C 0.495 -0.166 -2.084  -0.174
30 C 1.009 -0.789 -3.202  -0.551
31 C 0.226 -1.666 -3.950  0.347
32 C -1.075 -1.867 -3.510  -0.487
33 C -1.530 -1.224 -2.374  -0.676
34 N -0.770 -0.385 -1.677  -0.430
35 C 0.813 -2.357 -5.172  1.976
36 C 1.256 -1.292 -6.185  -1.556
37 C 2.027 -3.190 -4.735  -1.557
38 C -0.199 -3.284 -5.844  -2.201
39 H 5.742 4.317 -1.075  0.457
40 H 4.290 4.531 -0.098  0.312
41 H 4.149 4.310 -1.845  0.392
42 H 6.343 2.141 -2.043  0.423
43 H 4.812 2.079 -2.910  0.424
44 H 5.313 0.723 -1.880  0.423
45 H 6.457 2.377 0.406  0.456
46 H 5.368 1.004 0.660  0.360
47 H 5.001 2.570 1.385  0.318
48 H 2.833 3.281 1.145  0.539
49 H 0.508 2.494 1.425  0.669
50 H 3.095 0.738 -2.297  0.635
51 H 2.032 -0.597 -3.492  0.511
52 H -1.750 -2.537 -4.021  0.566
53 H -2.529 -1.388 -1.999  0.602
54 H 2.021 -0.633 -5.773  0.314
55 H 0.411 -0.676 -6.499  0.376
56 H 1.673 -1.775 -7.070  0.442
57 H 2.808 -2.569 -4.293  0.320
58 H 2.455 -3.699 -5.600  0.449
59 H 1.738 -3.944 -4.001  0.384
60 H -1.074 -2.738 -6.200  0.408
61 H -0.531 -4.075 -5.171  0.422
62 H 0.267 -3.760 -6.708  0.434
63 O -1.700 1.188 1.924  -0.641
64 C -1.089 0.795 3.126  3.962
65 C -1.902 -0.350 3.746  -0.750
66 C -3.236 -0.567 3.583  -0.515
67 C -3.715 -1.688 4.314  -0.793
68 C -2.728 -2.295 5.027  -0.698
69 S -1.220 -1.522 4.804  -0.128
70 C 0.353 0.301 2.985  -0.942
71 C 0.794 -0.736 2.214  -0.204
72 C 2.192 -0.954 2.328  -1.001
73 C 2.785 -0.097 3.206  -0.675
74 S 1.650 0.978 3.895  -0.190
75 C -1.153 2.005 4.059  -1.123
76 C -0.619 3.251 3.885  -0.158
77 C -0.921 4.146 4.943  -0.978
78 C -1.689 3.563 5.905  -0.546
79 S -2.047 1.941 5.526  -0.046
80 H -3.848 0.070 2.965  0.683
81 H -4.740 -2.032 4.298  0.470
82 H -2.805 -3.169 5.653  0.463
83 H 0.143 -1.349 1.598  0.906
84 H 2.723 -1.733 1.798  0.484
85 H 3.822 -0.060 3.499  0.528
86 H -0.042 3.550 3.024  0.529
87 H -0.584 5.172 4.983  0.416
88 H -2.060 4.008 6.814  0.456

Forces on atoms 1 to 3 (eV/Å):
Pt -0.02 -0.22 0.09
C 0.01 0.00 0.03
C -0.03 -0.05 0.00

We obtain energy relative to the best compared isomer or geometry (same formula, charge and spin) values of 0.00; 136.47; 0.00 kJ/mol for the records listed above, in that order.